# 1
C3H8N2O | wB97M-V/def2-TZVPD

Each line ends with the Mulliken charge.
Positions of all 14 atoms, in Å:
1 C 0.03397 -2.00534 -0.97786  -1.166
2 C -0.50709 -0.98269 -0.02336  0.791
3 O -1.64392 -0.98743 0.38418  -0.592
4 N 0.42239 -0.05525 0.38447  -0.229
5 C 0.09165 1.20707 0.97629  -0.503
6 N 0.25554 2.28784 0.01226  -0.620
7 H -0.66068 -2.83846 -1.10906  0.320
8 H 0.30663 -1.62994 -1.95919  0.296
9 H 0.93823 -2.48316 -0.59463  0.333
10 H 1.40052 -0.20018 0.18951  0.227
11 H -0.92852 1.12167 1.36512  0.358
12 H 0.70256 1.39475 1.86356  0.326
13 H -0.21237 3.12213 0.35252  0.233
14 H -0.19892 2.04898 -0.86380  0.225

Results
Frontier orbital gap (eV): 10.489
Highest occupied orbital energy (eV): -9.58
Structure (SMILES): CC(=O)NCN

# 2
C3H8N2O | wB97M-V/def2-TZVPD

Each line ends with the Mulliken charge.
Positions of all 14 atoms, in Å:
1 C -0.52465 -0.49670 -0.33257  -0.012
2 C 0.74284 1.28534 0.41428  -0.867
3 C -1.79230 0.28274 -0.30404  -1.175
4 O 1.55608 -2.07895 -0.30649  -0.412
5 N 1.53275 -1.01247 0.68407  -0.841
6 N 0.45970 -0.33356 0.55301  0.526
7 H 2.39844 -2.50225 -0.11045  0.359
8 H -0.49957 -1.39936 -0.92664  0.453
9 H -1.97132 0.75796 0.66274  0.354
10 H -0.10653 1.92286 0.64686  0.368
11 H 1.14829 1.46813 -0.57621  0.289
12 H 1.49027 1.42537 1.18615  0.358
13 H -2.63509 -0.37977 -0.51457  0.332
14 H -1.79892 1.06065 -1.07613  0.268

Results
Frontier orbital gap (spin up / spin down) (eV): 7.893 / 7.661
Highest occupied orbital energy (spin up / spin down) (eV): -7.20 / -7.00